# 1
C4H7NO2 | ωB97M-V with the def2-TZVPD basis set

Structure (XYZ):
```
14
Properties=species:S:1:pos:R:3
C 0.751 -0.090 -1.376
C 0.401 -0.608 -0.003
C 0.606 -1.843 0.393
C -0.202 0.336 1.022
H -1.064 -0.158 -2.328
H -0.082 1.147 -2.784
H 1.532 0.690 -1.343
H 1.166 -0.886 -2.049
H 1.003 -2.611 -0.233
H 0.331 -2.128 1.421
H -0.871 1.188 -0.507
N -0.414 0.550 -1.983
O -0.857 1.383 0.468
O -0.199 0.134 2.219
```

Calculated values
* energy above the lowest of the compared OMol25 structures with the same formula, charge and spin: 0.9620 eV
* LUMO level: 0.49 eV
* HOMO level: -10.02 eV
* energy: -361.84551 Ha
* orbital gap: 10.50 eV

---

# 2
C4H4N2 | ωB97M-V with the def2-TZVPD basis set

Structure (XYZ):
```
10
Properties=species:S:1:pos:R:3
C -1.386 -1.745 1.006
C 0.850 -0.001 -0.764
C 0.684 1.364 -0.355
C 0.775 2.561 -0.198
H -2.192 -1.610 1.701
H -0.962 -2.753 0.754
H 1.624 -0.274 -1.460
H 0.956 3.610 -0.018
N -0.858 -0.692 0.519
N 0.148 -1.029 -0.393
```

Calculated values
* energy above the lowest of the compared OMol25 structures with the same formula, charge and spin: 3.6712 eV
* LUMO level: 0.02 eV
* HOMO level: -9.61 eV
* energy: -264.19152 Ha
* orbital gap: 9.63 eV

---

# 3
C3H3NS2 | ωB97M-V with the def2-TZVPD basis set

Structure (XYZ):
```
9
Properties=species:S:1:pos:R:3
C -0.229 -0.091 -0.439
C 1.017 -0.503 0.289
C -1.453 -0.993 -0.216
H 0.450 2.033 1.527
H -0.248 0.230 -1.589
H 0.841 -0.511 1.440
N -2.632 -1.306 -0.268
S -0.258 1.708 -0.335
S 2.510 -0.568 -0.409
```

Calculated values
* energy above the lowest of the compared OMol25 structures with the same formula, charge and spin: 4.4720 eV
* LUMO level: -1.61 eV
* HOMO level: -9.50 eV
* energy: -967.05164 Ha
* orbital gap: 7.89 eV